# N2O2

N2O2 in the gas phase at a distorted geometry (ωB97M-V/def2-TZVPD, the OMol25 dataset).

Summary:
* energy: -259.75735 Eh
* Kohn-Sham gap: 10.80 eV
* LUMO: 0.0 eV
* highest occupied orbital energy: -10.8 eV
* ΔE to the lowest compared entry with this formula, charge and spin: 2.504 eV

Last column: Löwdin charge in e.
Element x y z (Å)
O (0.86, 0.15, 0.28)  -0.045
O (-0.86, -0.17, -0.28)  -0.045
N (-0.24, -0.12, 0.93)  0.045
N (0.24, 0.13, -0.93)  0.045